(1)
Here is C3H7NS in the gas phase in a non-equilibrium geometry from the Open Molecules 2025 dataset. Energies are from ωB97M-V with the def2-TZVPD basis set.

Atoms and positions in Å:
C  2.09409  -0.81563  -0.41725
C  1.44678  0.20038  0.64580
C  0.39398  1.08265  -0.15251
H  2.90742  -0.29104  -0.96735
H  1.53534  -1.50597  -0.94130
H  2.90543  -1.26260  0.30462
H  2.20863  1.13899  0.74811
H  1.19266  -0.22615  1.60372
H  0.84782  2.03198  -0.61938
H  -2.83571  -0.36237  -0.50020
N  -0.94817  0.87355  -0.26496
S  -1.60834  -0.52763  0.11064

Summary:
maximum force: 6.995 eV/A
LUMO: 0.69 eV
gap between HOMO and LUMO: 9.1 eV
energy above the lowest of the compared OMol25 structures with the same formula, charge and spin: 243.9 kJ/mol
HOMO level: -0.3101 Ha
SMILES string: CC/C=N\S

(2)
Here is C6H9N in the gas phase in a non-equilibrium geometry from the Open Molecules 2025 dataset. Energies are from ωB97M-V with the def2-TZVPD basis set.

Atoms and positions in Å:
C  -1.83381  -0.37300  1.31815
C  -0.61829  -0.01659  0.53306
C  -0.62996  0.19724  -0.98266
C  0.79993  -0.19465  -1.34350
C  1.58999  -0.00902  -0.12268
N  1.65798  1.08408  -1.05864
C  0.63094  0.07762  1.00390
H  -1.55990  -0.62471  2.34801
H  -2.29739  -1.26522  0.86620
H  -2.57487  0.42880  1.33031
H  -1.46288  -0.27545  -1.52472
H  -0.67582  1.27415  -1.18455
H  0.89360  -1.14505  -1.90055
H  2.49248  -0.61433  -0.04974
H  2.64150  1.27612  -1.26888
H  0.94649  0.18002  2.03627

Summary:
maximum force: 1.463 eV/A
LUMO: 1.13 eV
gap between HOMO and LUMO: 9.7 eV
energy above the lowest of the compared OMol25 structures with the same formula, charge and spin: 267.9 kJ/mol
HOMO level: -0.3165 Ha
SMILES string: CC1=C[C@@H]2N[C@@H]2C1

(3)
Here is C5H8O in the gas phase in a non-equilibrium geometry from the Open Molecules 2025 dataset. Energies are from ωB97M-V with the def2-TZVPD basis set.

Atoms and positions in Å:
C  -1.21595  -0.64524  -0.19601
C  -0.13957  -0.03858  0.63242
C  -0.35466  0.72424  1.68608
C  1.23224  -0.17673  -0.12294
C  0.94200  0.43557  -1.47683
H  -2.32927  -0.27105  0.05492
H  -1.27261  -1.76804  0.08223
H  -1.13153  -0.45585  -1.36784
H  0.63340  1.03128  2.23722
H  -1.32736  0.76335  2.11831
H  2.01103  0.38475  0.50845
H  1.43968  -1.32003  -0.15718
H  1.65768  1.48646  -1.71579
O  -0.14509  -0.15013  -2.28304

Summary:
maximum force: 10.836 eV/A
LUMO: -0.70 eV
gap between HOMO and LUMO: 8.2 eV
energy above the lowest of the compared OMol25 structures with the same formula, charge and spin: 528.0 kJ/mol
HOMO level: -0.3267 Ha
SMILES string: C=C(C)CC=O

(4)
Here is 11 unconnected molecules or ions with the total composition C32H93N7O11 in a non-equilibrium geometry from the Open Molecules 2025 dataset. Energies are from ωB97M-V with the def2-TZVPD basis set.

Atoms and positions in Å:
C  18.32097  17.69548  12.88408
O  17.21525  18.48911  12.57104
H  17.86138  16.77981  13.25614
H  18.82031  17.53912  11.92790
H  18.93286  18.20739  13.62680
H  17.50229  19.06690  11.86014
C  17.19591  12.22941  9.86282
O  15.84506  12.54275  9.55800
H  17.39297  11.98846  10.90742
H  17.54372  11.39611  9.25230
H  17.92304  13.02083  9.68106
H  15.54722  13.39654  9.88038
C  11.72683  21.37445  14.38124
O  11.86501  22.13272  13.15108
H  11.99999  22.04346  15.19728
H  10.68483  21.06783  14.47246
H  12.39372  20.52400  14.23956
H  11.48270  23.00510  13.27104
C  12.82492  18.99759  7.65566
O  13.74764  19.52039  8.59074
H  12.34866  18.08589  8.01634
H  12.05918  19.77012  7.58540
H  13.29067  18.73635  6.70544
H  13.24441  19.68045  9.39246
C  9.25676  19.17659  11.12372
C  10.24844  19.94010  10.21135
C  10.10350  21.44680  10.11114
O  8.88991  21.73512  9.42069
C  8.56791  23.08590  9.30707
N  11.57875  19.57489  10.75124
H  8.86158  19.71276  11.98654
H  9.62928  18.22400  11.50044
H  8.33781  18.99470  10.56646
H  10.29405  19.48722  9.22094
H  10.88807  22.08869  9.71048
H  10.11227  21.80825  11.13942
H  9.27879  23.54902  8.62278
H  8.59237  23.74047  10.17830
H  7.55924  23.19830  8.90950
H  11.81466  20.22025  11.49148
H  11.61717  18.63520  11.11950
C  13.56236  11.36388  12.45048
C  14.90114  10.56517  12.54306
C  14.74130  9.34139  13.48902
O  14.48005  9.85340  14.79104
C  14.31906  8.72675  15.62064
N  15.20169  10.18499  11.14096
H  12.80072  10.73298  11.99226
H  13.54236  12.32428  11.93538
H  13.22686  11.54821  13.47104
H  15.69609  11.19671  12.93970
H  15.59957  8.67071  13.52976
H  13.90589  8.74326  13.12510
H  13.32654  8.31763  15.43192
H  14.26841  9.11721  16.63704
H  15.03732  7.91349  15.51662
H  16.13120  9.79489  11.20364
H  15.32975  11.07844  10.68770
C  16.12634  16.00874  15.27168
C  15.41821  14.66598  15.33072
C  13.89332  14.68712  15.87524
O  13.31137  13.35378  15.68624
C  13.85395  12.35155  16.50050
N  15.48641  14.13385  13.92614
H  16.04520  16.40938  16.28214
H  15.68572  16.68206  14.53642
H  17.16506  15.91356  14.95530
H  15.99746  14.01787  15.98840
H  13.18572  15.39173  15.43830
H  13.75015  15.09449  16.87608
H  13.84051  12.67531  17.54122
H  14.87027  12.07953  16.21552
H  13.34178  11.41222  16.29206
H  15.14149  14.93122  13.41102
H  14.70986  13.48927  13.88632
C  15.53679  16.38544  8.75718
C  15.39879  16.00428  10.21620
C  14.66615  17.13770  11.03802
O  14.31768  16.52595  12.30168
C  13.86945  17.64410  13.15652
N  14.62054  14.81049  10.25726
H  16.11130  17.29111  8.56275
H  14.58661  16.42465  8.22452
H  16.07630  15.58717  8.24748
H  16.37539  15.74154  10.62280
H  13.79947  17.44892  10.45482
H  15.19759  18.08477  11.13150
H  13.34685  17.22096  14.01438
H  13.08884  18.27187  12.72680
H  14.66579  18.26903  13.56076
H  14.23765  14.84886  11.19108
H  13.82048  14.87750  9.64446
C  11.72772  17.16773  17.27660
C  10.46607  17.68056  16.53280
C  10.02852  19.10124  17.04164
O  8.93290  19.57590  16.39174
C  8.57086  20.93219  16.77444
N  10.97270  17.78726  15.14912
H  12.03087  16.12879  17.14688
H  11.54703  17.13206  18.35092
H  12.62874  17.70851  16.98710
H  9.56782  17.06820  16.61182
H  10.92827  19.71506  17.08378
H  9.67835  18.94362  18.06176
H  7.65179  20.97266  17.35906
H  8.44845  21.43198  15.81354
H  9.38547  21.49751  17.22712
H  10.28967  18.09972  14.47390
H  11.08471  16.82044  14.87928
C  11.79196  12.58358  9.26916
C  10.92866  13.47971  8.42716
C  11.49958  14.73927  7.74638
O  12.01282  15.53775  8.74471
C  11.17553  15.96352  9.81291
N  10.49132  12.59303  7.32120
H  12.41715  13.31365  9.78319
H  12.46463  11.96385  8.67625
H  11.13772  12.06139  9.96730
H  10.02428  13.62261  9.01858
H  10.85825  15.32037  7.08372
H  12.31390  14.38419  7.11480
H  10.51583  15.28893  10.35864
H  10.53954  16.79957  9.52199
H  11.89500  16.38287  10.51620
H  11.30264  12.23107  6.84074
H  10.07030  11.78091  7.74934
C  21.61853  15.94104  9.09304
C  20.66828  17.19081  9.02441
C  19.17596  16.70644  9.19953
O  18.95041  15.73701  8.15222
C  18.77550  16.33433  6.90144
N  21.08286  18.06046  10.09952
H  22.67772  16.16417  9.22122
H  21.58138  15.30958  8.20534
H  21.38683  15.37182  9.99326
H  20.84200  17.63054  8.04229
H  18.40428  17.46493  9.33111
H  19.13124  16.12275  10.11900
H  18.60125  15.59789  6.11698
H  19.68129  16.84179  6.56958
H  17.92025  17.00680  6.83486
H  21.81529  18.64819  9.72774
H  20.36646  18.73420  10.32962

Summary:
maximum force: 3.564 eV/A
LUMO: 0.33 eV
gap between HOMO and LUMO: 9.0 eV
energy above the lowest of the compared OMol25 structures with the same formula, charge and spin: 463.5 kJ/mol
HOMO level: -0.3186 Ha
SMILES string: COC[C@H](C)N.COC[C@H](C)N.COC[C@H](C)N.COC[C@H](C)N.COC[C@H](C)N.COC[C@H](C)N.COC[C@H](C)N.CO.CO.CO.CO

> Number 4 is which compound?

C32H93N7O11